Entry from OMol25: C3H4N2O as an isolated structure at a distorted geometry (ωB97M-V/def2-TZVPD).

The molar mass comes out at 84.08 g mol⁻¹. For the HOMO energy, the calculation gives -9.14 eV. The energy above the lowest of the compared OMol25 structures with the same formula, charge and spin comes out at 267.9 kJ/mol.

ORCA input file:
```
! wB97M-V def2-TZVPD RIJCOSX def2/J DEFGRID3
* xyz 0 1
O 2.117 -0.120 -0.011
C 0.785 0.117 0.189
C -0.132 -0.844 0.552
N -1.327 -0.297 0.245
N -1.247 0.919 -0.306
C 0.048 1.185 -0.359
H 1.571 -0.500 -0.832
H -0.011 -1.838 0.965
H -2.228 -0.724 0.353
H 0.423 2.103 -0.796
*
```